No. 1
98
Properties=species:S:1:pos:R:3:forces:R:3 method="wB97M-V/def2-TZVPD" largest_force_ev_per_a=5.04 homo_energy_ev=-10.249 total_charge=+1 total_energy_ev=-261360.824
C 0.36797 -1.83004 -0.50769 0.2 -0.9 -0.5
C -0.09376 -1.72976 -2.03111 -1.8 1.9 0.3
Br 0.59733 -3.04980 -3.33778 -0.7 1.4 1.7
C -1.00862 -0.74022 -2.46244 1.6 -2.1 -0.7
Br -1.54805 -0.72037 -4.38986 0.4 0.4 2.0
N -1.61463 0.29687 -1.59666 -2.6 -0.1 -0.1
C -2.90293 0.31215 -1.21812 0.6 0.5 0.7
C -4.05034 -0.73694 -1.55974 1.5 0.7 0.1
C -5.03670 -0.29604 -2.73523 -4.9 -0.7 -0.3
O -6.25436 -0.56838 -2.57670 5.0 0.8 -0.2
O -4.65818 0.33145 -3.95026 0.6 -2.0 1.8
C -3.21128 1.57441 -0.26123 -0.2 0.0 -2.1
C -1.91369 2.53726 -0.43527 -0.8 -1.4 -0.8
Br -2.27992 3.94251 -1.78916 0.0 -0.7 0.4
C -0.87097 1.46038 -1.00624 1.8 0.4 2.8
H 0.99593 -2.79430 -0.41516 -0.8 1.8 0.0
H 0.98652 -0.90803 -0.22141 -0.9 -1.5 -0.4
H -0.50783 -1.96818 0.23364 1.2 0.4 -1.4
H -4.67812 -0.87810 -0.61252 0.8 0.3 -1.5
H -3.55025 -1.73108 -1.80938 -0.7 1.3 0.0
H -4.79937 -0.37118 -4.63752 -0.1 1.0 0.6
H -3.50454 1.29334 0.80455 0.5 0.2 -1.5
H -4.10486 2.05624 -0.81170 1.1 -0.6 1.3
H -1.63959 3.13851 0.48934 0.0 -1.4 -1.2
H 0.02025 1.87099 -1.60224 -1.7 -0.8 0.5
H -0.45642 0.98275 -0.03402 -0.1 0.8 -1.5
C -1.98244 8.62707 -7.03548 -0.2 0.3 0.1
O -3.38862 8.81379 -7.05469 0.3 -0.2 -0.3
C -4.06036 8.06721 -8.07043 -0.6 0.0 0.2
C -4.82132 6.87671 -7.47833 0.5 0.2 -0.1
N -3.91006 5.83941 -6.99830 -0.1 0.0 0.2
C -4.52309 4.84946 -6.10787 0.1 0.1 -0.1
C -5.24646 5.34175 -4.84302 0.1 -0.4 0.1
O -4.39052 5.86492 -3.83150 -0.2 0.0 -0.1
C -3.92766 7.18501 -4.06758 0.2 -0.1 0.3
H -1.54641 9.42219 -6.42637 -0.1 0.0 -0.1
H -1.71527 7.67249 -6.57623 0.2 -0.1 -0.1
H -1.55371 8.68666 -8.04061 0.0 -0.1 0.0
H -3.38167 7.75858 -8.87217 0.1 -0.1 0.2
H -4.79460 8.74788 -8.51290 0.0 -0.1 0.0
H -5.48043 6.45227 -8.24325 0.0 0.0 0.0
H -5.44848 7.26925 -6.67179 -0.1 0.1 -0.1
H -3.14095 6.27267 -6.50270 -0.1 0.0 -0.1
H -3.71588 4.17909 -5.78988 -0.1 0.0 0.0
H -5.22465 4.24373 -6.69923 0.0 0.1 0.1
H -5.72605 4.46711 -4.39042 0.1 0.0 0.0
H -6.06019 6.04113 -5.05997 0.1 0.2 -0.1
H -4.68732 7.81588 -4.53454 0.1 -0.1 -0.1
H -3.01805 7.15825 -4.66942 -0.1 0.2 -0.2
H -3.65891 7.62961 -3.10709 -0.1 -0.1 0.0
C 4.05349 -1.59019 6.44866 -0.2 0.2 0.1
O 3.96242 -0.22838 6.05978 0.4 -0.3 0.0
C 5.13321 0.27004 5.41042 -0.2 0.5 -0.3
C 4.90712 0.43813 3.90498 0.1 -0.4 0.3
N 4.80283 -0.85385 3.23020 -0.4 0.2 -0.1
C 4.23718 -0.79722 1.88090 0.1 -0.2 0.1
C 2.85544 -0.14871 1.68622 0.2 -0.2 -0.2
O 1.76483 -0.89693 2.21943 0.0 0.3 -0.2
C 1.60518 -0.79190 3.62616 -0.2 -0.3 0.0
H 3.24598 -1.79216 7.15625 0.1 0.1 -0.1
H 3.92006 -2.25684 5.59304 0.1 -0.2 0.0
H 5.00675 -1.80642 6.94071 0.0 0.0 -0.1
H 6.01544 -0.34201 5.62376 -0.1 -0.1 -0.1
H 5.31796 1.26197 5.83495 0.0 -0.1 0.0
H 5.74014 1.00441 3.47464 0.0 0.0 0.0
H 3.99591 1.03318 3.78429 0.0 0.2 0.1
H 4.22727 -1.47594 3.78463 0.2 0.0 0.0
H 4.17104 -1.83418 1.53153 0.0 0.1 0.0
H 4.95851 -0.28681 1.22659 -0.2 0.0 0.1
H 2.67568 -0.10428 0.60594 0.1 0.0 0.0
H 2.81624 0.88979 2.03159 0.0 0.0 0.2
H 1.82736 0.21103 3.99781 0.1 -0.1 0.0
H 2.22263 -1.53962 4.12519 0.1 0.2 0.2
H 0.56652 -1.02364 3.87171 0.0 0.0 -0.1
C 0.13710 -7.51605 3.11321 -0.1 0.2 0.2
O 0.48942 -6.96845 4.37341 0.0 -0.4 -0.2
C 1.36653 -7.79520 5.14139 0.3 0.4 0.5
C 2.79106 -7.23206 5.16175 -0.3 -0.2 -0.4
N 3.43994 -7.36068 3.85865 0.0 0.3 0.1
C 4.64341 -6.54030 3.68941 -0.1 -0.1 -0.1
C 4.54065 -5.02359 3.92075 0.4 -0.1 -0.2
O 3.80091 -4.31682 2.92858 0.0 0.1 0.3
C 2.39253 -4.41920 3.04941 0.1 0.1 -0.3
H -0.72265 -6.95882 2.73339 0.1 0.0 0.1
H 0.94964 -7.40554 2.39155 0.0 -0.2 -0.1
H -0.14325 -8.57063 3.19562 0.1 0.0 0.0
H 1.34589 -8.83811 4.80912 0.0 0.1 -0.2
H 0.98331 -7.77514 6.16658 0.0 0.0 -0.1
H 3.38091 -7.76789 5.91311 0.0 0.0 0.0
H 2.71529 -6.18569 5.47470 -0.1 0.0 0.2
H 2.78322 -7.10706 3.13124 0.0 -0.1 0.1
H 4.98137 -6.69758 2.65886 0.1 0.1 0.1
H 5.42817 -6.94232 4.34576 -0.1 0.1 0.0
H 5.55810 -4.62316 3.86074 -0.1 0.0 -0.1
H 4.18439 -4.76680 4.92416 -0.2 -0.1 0.0
H 2.06228 -4.42261 4.09135 0.0 -0.2 0.0
H 2.03789 -5.30692 2.52327 -0.2 -0.1 0.2
H 1.94416 -3.55544 2.55229 0.1 0.1 0.0



No. 2
37
Properties=species:S:1:pos:R:3:forces:R:3 method="wB97M-V/def2-TZVPD" largest_force_ev_per_a=0.77 homo_energy_ev=-9.063 relative_energy_kj_mol=0.00 total_energy_ev=-41837.150
C 0.74012 3.25301 0.68433 0.1 -0.4 -0.3
H 1.39463 4.09730 0.48710 0.0 0.1 0.1
H -0.28809 3.58924 0.76465 -0.1 0.1 0.1
H 1.04366 2.73853 1.59182 0.0 0.1 0.1
S 0.81047 2.10540 -0.71541 0.3 0.2 -0.1
C 2.60763 1.72409 -0.66855 -0.4 0.3 0.0
H 2.88957 1.54255 0.36696 0.1 0.0 0.0
C 2.95645 0.52690 -1.54436 -0.1 -0.1 0.3
H 4.01832 0.58473 -1.78954 -0.1 0.0 0.0
C 2.72265 -0.83017 -0.88062 0.4 -0.2 -0.1
N 1.34858 -0.96937 -0.42014 0.0 0.1 -0.1
C 0.78873 -2.18702 -0.28182 -0.2 0.2 0.0
O 1.43928 -3.22597 -0.35949 0.2 -0.4 -0.1
N -0.56463 -2.24011 -0.06135 0.0 -0.7 -0.1
C -1.44998 -1.22729 0.29708 -0.4 0.5 0.1
C -2.76673 -1.29956 -0.15067 0.1 0.2 0.1
C -3.67452 -0.31793 0.21463 0.0 0.0 0.1
C -3.29644 0.74225 1.02515 -0.1 -0.1 -0.1
C -1.99366 0.79337 1.49064 -0.1 0.0 -0.1
C -1.07699 -0.17887 1.13919 -0.1 -0.2 0.0
H -0.07924 -0.14837 1.54764 0.1 0.0 0.0
H -1.69458 1.59404 2.14858 0.1 0.1 0.1
H -4.01266 1.50000 1.29897 -0.1 0.0 0.0
C -5.07910 -0.42733 -0.30935 -0.3 0.0 -0.2
F -5.92788 0.43597 0.26122 0.1 0.2 0.2
F -5.14111 -0.20115 -1.63578 0.2 0.0 -0.1
F -5.59635 -1.65456 -0.12020 0.1 -0.2 0.1
H -3.08228 -2.11921 -0.77864 0.0 -0.1 -0.1
H -0.95564 -3.16337 -0.19159 0.2 0.1 0.1
H 0.77165 -0.13685 -0.47230 -0.1 0.0 0.1
H 2.92392 -1.62621 -1.61538 -0.1 0.2 0.1
C 3.69682 -1.07899 0.30013 -0.4 0.2 -0.6
O 4.44645 -0.23813 0.71439 0.2 0.0 0.1
O 3.63534 -2.29593 0.80317 0.0 -0.6 0.3
H 2.93636 -2.85411 0.36490 0.2 0.4 0.0
H 2.38613 0.57945 -2.47449 0.1 -0.1 -0.1
H 3.12310 2.61366 -1.03088 0.1 0.0 0.1



No. 3
13
Properties=species:S:1:pos:R:3:forces:R:3 method="wB97M-V/def2-TZVPD" largest_force_ev_per_a=4.10 homo_energy_ev=-10.167 relative_energy_kj_mol=469.88 total_energy_ev=-10742.745
C 0.53232 1.73860 -0.16421 -0.6 1.5 0.2
C 1.68083 0.92486 -0.56722 -0.8 -0.9 1.4
C -0.31133 -0.61320 -0.16038 -2.5 1.4 2.9
C -1.82233 -2.05689 0.24314 2.1 2.7 0.7
H 0.28326 2.82008 -0.65100 0.3 -3.1 1.2
H 0.48520 1.56759 0.91373 -0.8 1.2 -0.1
H 2.19561 0.51505 0.41491 -0.6 0.4 -2.8
H 2.14849 1.21836 -1.49468 0.6 -0.5 0.2
H -2.61903 -2.69489 0.45984 -1.4 -1.0 -0.9
N 0.21176 0.46938 -0.84159 2.6 1.0 -1.0
N -1.42801 -1.23846 -0.67313 0.0 -1.4 -1.9
N -0.20038 -0.78524 1.15966 -0.5 -2.3 -1.7
O -1.15637 -1.86523 1.36094 1.6 1.1 1.6



No. 4
29
Properties=species:S:1:pos:R:3:forces:R:3 method="wB97M-V/def2-TZVPD" largest_force_ev_per_a=5.26 homo_energy_ev="-7.918 / -8.099" relative_energy_kj_mol=42.58 total_energy_ev=-22989.913
C -1.44028 2.03606 -0.02089 0.9 -0.8 -2.0
C -2.03946 1.17619 1.05782 -0.3 -0.6 -0.2
C -1.27776 1.14788 -1.34787 -2.1 0.3 1.2
C -1.08132 0.01081 1.29724 1.8 0.3 -0.2
C 0.31854 -1.94726 0.29605 -1.9 1.2 1.3
C 1.58350 -1.36370 0.84167 -3.4 4.0 -0.8
C -0.61518 -0.14507 -1.08418 1.7 -0.5 -0.5
C -0.91694 -0.94011 0.10388 0.9 -0.4 1.1
C 3.25909 0.30225 -1.12267 0.1 -0.7 -0.3
O 2.31089 1.30203 1.15294 0.2 2.1 2.2
O -2.15765 -1.74699 -0.06231 1.3 0.9 0.2
P 1.92983 0.33880 0.14793 -0.8 -3.2 -3.0
H -1.95635 2.96177 -0.35100 0.2 -0.5 0.7
H -0.39363 2.21121 0.28990 -0.4 0.6 -0.1
H -2.10527 1.69940 2.01918 -0.5 0.0 -0.3
H -3.02306 0.71513 0.72342 0.9 0.8 0.6
H -2.36082 0.89633 -1.68782 1.5 0.5 0.1
H -0.76017 1.73154 -2.08663 0.0 0.1 -0.6
H -0.03595 0.32084 1.74085 -2.1 -0.1 -1.2
H -1.47574 -0.53804 2.07015 -1.1 -1.6 2.0
H 0.56846 -2.34391 -0.63664 -0.2 -1.3 -1.6
H -0.03723 -2.65785 1.03839 0.0 -0.6 -0.4
H 1.32235 -1.06608 1.81056 0.5 0.1 1.9
H 2.32158 -2.02005 0.77781 3.6 -2.6 -0.1
H -0.42536 -0.89051 -1.89074 0.1 1.2 -0.2
H 3.46595 1.37566 -1.25473 0.0 -0.5 -0.5
H 4.21545 -0.21892 -0.84774 -0.9 0.5 0.3
H 2.89373 -0.23201 -2.02384 0.2 0.7 0.2
H -2.08722 -2.11540 -0.95071 -0.2 -0.1 0.0



No. 5
17
Properties=species:S:1:pos:R:3:forces:R:3 method="wB97M-V/def2-TZVPD" largest_force_ev_per_a=4.41 homo_energy_ev=-1.135 total_charge=-2 relative_energy_kj_mol=123.31 total_energy_ev=-13504.436
C 1.71112 0.04592 0.50343 0.1 0.3 -0.2
C 3.23841 -0.01956 0.66756 0.6 1.5 4.1
C 1.20590 1.33445 1.19126 -0.2 0.1 0.1
O 0.27510 1.91781 0.62486 -0.6 0.6 -0.4
O 1.74470 1.64220 2.28552 0.3 -0.1 0.2
H 1.42775 0.01339 -0.60393 0.1 0.0 1.7
H 1.17106 -0.73808 1.11198 0.8 0.3 -1.0
H 3.53146 -0.59567 1.62952 -0.5 1.0 -1.2
H 3.84890 0.99517 0.77829 -1.8 -1.8 -0.3
H 3.70281 -0.56053 -0.05038 1.4 -1.7 -2.7
C -2.60638 -0.09997 -0.51354 -0.9 0.1 -3.6
C -2.03902 -1.29910 -1.41905 -0.7 0.9 -0.5
O -1.36918 -1.09472 -2.46939 -0.3 0.4 0.9
O -2.45585 -2.39251 -1.00137 0.0 -1.1 0.4
H -2.13650 -0.08844 0.39163 1.3 0.0 2.5
H -3.68462 -0.27156 -0.36758 0.3 -0.1 0.0
H -2.47922 0.89302 -0.98460 0.1 -0.4 0.2



No. 6
20
Properties=species:S:1:pos:R:3:forces:R:3 method="wB97M-V/def2-TZVPD" largest_force_ev_per_a=7.61 homo_energy_ev=-8.592 relative_energy_kj_mol=624.53 total_energy_ev=-10296.799
C -3.49808 0.19078 -0.22760 -5.1 -1.9 -5.3
C -0.18566 -0.91317 -0.03414 -2.9 1.7 -0.3
C 0.66590 0.15993 0.60961 0.7 0.1 1.5
C 2.06210 -0.38836 0.62628 4.4 -3.9 1.4
H -4.04636 -0.79318 0.02251 0.4 1.7 0.0
H -3.36921 -0.03088 -1.42776 0.0 0.8 2.5
H -4.37917 1.04919 -0.34722 3.1 -1.6 1.5
H -1.75468 1.07034 0.55056 -0.8 -1.8 -0.6
H 0.48648 -1.67715 -0.42754 -1.3 -0.6 -0.2
H 0.35098 0.14933 1.78469 0.4 1.1 -2.8
H 1.94645 1.83051 0.35567 -3.7 -0.7 -1.7
H 1.47458 1.03392 -1.12328 -2.5 1.8 3.1
H 2.29662 -1.62670 0.96065 -1.6 3.2 -0.9
H 2.71008 0.02719 1.43055 -0.6 0.4 -0.6
H 3.04258 0.61731 -1.01826 -0.7 -2.4 -0.1
H 2.22683 -1.03475 -1.14346 0.3 0.3 -2.2
N -2.27853 0.14813 0.42466 4.1 0.9 0.9
N -1.50443 -0.94837 -0.13397 2.3 1.3 0.8
N 0.94002 1.50276 -0.18785 3.3 -1.5 0.4
N 2.81350 -0.36683 -0.69411 0.2 1.0 2.7